--- A ---
Molecular formula: C4H6N2O2
Method: DFT, ωB97M-V/def2-TZVPD

Geometry as XYZ:
```
14
Properties=species:S:1:pos:R:3
H 3.663 0.299 0.003
N 3.139 -0.707 -0.145
C 2.026 -0.238 -0.007
N 0.940 -1.011 0.290
C -0.130 -0.113 0.002
O -1.324 -0.805 -0.246
C -2.551 -0.004 0.015
C 0.256 1.143 -0.074
O 1.639 1.118 -0.029
H 1.110 -1.901 -0.358
H -3.070 -1.011 0.448
H -3.152 0.493 -0.813
H -2.247 0.746 0.834
H -0.300 1.991 0.081
```

Output
* HOMO level: -8.343 eV
* SMILES string: [H]/N=c1/[nH]c(OC)co1
* HOMO-LUMO gap: 0.3331 hartree
* LUMO: 0.027 hartree

List of Mulliken charges in e, atom by atom: 0.309 -0.622 0.318 -0.315 0.495 -0.365 -0.592 -0.359 -0.378 0.338 0.232 0.235 0.292 0.410


--- B ---
Molecular formula: C4H6N2O2
Method: DFT, ωB97M-V/def2-TZVPD

Geometry as XYZ:
```
14
Properties=species:S:1:pos:R:3
C -1.454 -0.336 -0.824
C -0.700 -0.286 0.543
C -0.016 0.941 1.101
C 0.940 -1.751 0.729
H 0.870 1.446 -2.244
H 0.182 1.826 -0.062
H -2.026 -1.380 -1.214
H -0.381 1.927 0.859
H 0.413 1.148 2.025
H 1.563 -2.768 1.063
N -0.123 1.563 -1.465
N -0.771 0.212 -1.746
O -0.284 -1.481 1.144
O 1.787 -1.060 0.091
```

Output
* HOMO level: -9.031 eV
* HOMO-LUMO gap: 0.3276 hartree
* LUMO: -0.004 hartree

List of Mulliken charges in e, atom by atom: -0.289 0.560 -0.857 0.169 0.274 0.337 0.271 0.220 0.385 0.338 -0.506 -0.192 -0.270 -0.440


--- C ---
Molecular formula: C4H6N2O2
Method: DFT, ωB97M-V/def2-TZVPD

Geometry as XYZ:
```
14
Properties=species:S:1:pos:R:3
C 1.866 -0.724 1.872
C 0.744 0.148 0.188
C 0.641 -0.299 -1.094
C -1.451 0.139 -0.532
H 2.317 0.018 2.978
H 3.006 -1.585 1.294
H 0.747 -1.383 2.133
H 1.372 -0.749 -1.666
H -3.346 0.693 -0.246
H -0.895 1.164 1.038
N -2.626 0.393 -0.977
N -0.598 0.402 0.536
O 1.715 0.436 0.950
O -0.643 -0.350 -1.581
```

Output
* HOMO level: -7.970 eV
* HOMO-LUMO gap: 0.3028 hartree
* LUMO: 0.010 hartree

List of Mulliken charges in e, atom by atom: -0.636 0.505 -0.441 0.391 0.233 0.248 0.296 0.458 0.223 0.192 -0.630 -0.136 -0.355 -0.349


Most stable = A


--- A ---
Molecular formula: C4H6N2O2
Method: DFT, ωB97M-V/def2-TZVPD

Geometry as XYZ:
```
14
Properties=species:S:1:pos:R:3
N 2.531 0.108 -0.282
N 1.488 -0.840 -0.350
C 0.275 -0.558 -0.019
C 0.017 0.833 0.095
O -1.146 1.358 -0.145
C -2.024 0.258 -0.318
C -1.871 -1.025 -0.289
O -0.642 -1.513 0.241
H 3.529 -0.556 -0.218
H 2.332 0.727 0.705
H 0.347 1.076 1.245
H 1.162 1.333 -0.296
H -3.190 0.540 -0.281
H -2.809 -1.740 -0.088
```

Output
* HOMO level: -8.725 eV
* SMILES string: N/N=C1\COC=CO1
* HOMO-LUMO gap: 0.3475 hartree
* LUMO: 0.027 hartree

List of Mulliken charges in e, atom by atom: -0.627 -0.365 0.619 -0.453 -0.315 -0.132 -0.139 -0.323 0.325 0.241 0.210 0.471 0.209 0.279


--- B ---
Molecular formula: C4H6N2O2
Method: DFT, ωB97M-V/def2-TZVPD

Geometry as XYZ:
```
14
Properties=species:S:1:pos:R:3
C -1.451 -0.266 -0.680
C -0.047 -0.119 -0.387
C 1.064 -0.672 -0.851
C 1.591 -0.046 1.024
H -3.172 1.057 -0.293
H -1.707 1.637 0.387
H -1.420 -0.583 -1.737
H -1.860 -1.109 -0.001
H 1.040 -1.008 -1.886
H 3.288 0.014 1.979
N -2.095 1.078 -0.493
N 2.180 -0.555 -0.041
O 2.321 0.309 2.072
O 0.269 0.263 0.908
```

Output
* HOMO level: -8.676 eV
* HOMO-LUMO gap: 0.3424 hartree
* LUMO: 0.024 hartree

List of Mulliken charges in e, atom by atom: -0.084 0.309 -0.432 0.605 0.257 0.275 0.250 0.169 0.344 0.392 -0.663 -0.606 -0.499 -0.317


Most stable = B